# 1
Below is C28H34Br42IN2O8PS as an isolated structure at a distorted geometry, with properties calculated with the ωB97M-V functional and the def2-TZVPD basis.

Computed properties:
**2S+1**: 1
**HOMO-LUMO gap**: 9.1403 eV
**Molar mass**: 4072.5 g/mol

Geometry as XYZ:
```
117
Properties=species:S:1:pos:R:3:forces:R:3
C -4.715655 -1.631263 0.026480 0.0 0.2 -0.1
C -4.431773 -0.160229 0.339303 -0.3 -0.6 -0.7
O -3.111157 0.189959 -0.044367 0.3 -0.4 0.9
C -2.575191 1.246723 0.731044 -0.3 0.6 -0.8
C -1.097719 1.098663 1.044898 -1.0 0.1 0.6
C -0.605032 -0.271456 1.505958 1.1 0.5 -1.0
C -1.485428 -1.013561 2.498073 -0.3 0.2 -0.5
C -2.098531 -2.298936 1.982818 -0.3 -0.7 0.7
O -2.730579 -3.001339 2.738431 0.0 0.1 -0.1
O -0.470388 -1.028971 0.261783 -0.2 0.2 -0.4
C 0.807771 -1.087015 -0.183983 -0.4 -0.2 0.4
O 1.090815 -1.163660 -1.339329 0.1 -0.1 0.1
C 1.677097 -1.074588 1.075863 0.1 -0.5 -0.1
I 1.352301 -3.099204 1.849173 0.0 0.0 0.0
C 3.190226 -0.898417 0.982068 0.3 -0.1 -0.1
C 3.778579 -1.349632 -0.347795 -0.6 -0.1 -0.4
S 5.510914 -1.856955 -0.162448 0.2 0.4 0.2
C 5.668237 -2.842954 -1.574824 -0.1 -0.9 -0.6
N 5.626969 -4.139192 -1.618361 0.0 0.5 0.3
N 5.744057 -4.514018 -2.940251 0.1 0.7 -0.2
C 5.845435 -3.405340 -3.605018 -0.1 -1.1 0.3
O 5.817417 -2.312517 -2.838614 -0.1 -0.4 0.4
C 0.903409 -0.037661 1.866376 0.3 -0.8 0.3
P 1.346735 0.367513 3.561636 -0.3 1.7 0.2
O 0.698454 1.631867 3.923261 -0.4 -0.1 0.0
O 1.014522 -0.842302 4.549059 0.5 -0.2 -0.2
O 2.941935 0.564799 3.617791 -0.3 -0.8 0.0
H -3.860864 -2.105103 -0.448101 0.2 0.0 0.0
H -5.542815 -1.729987 -0.671183 -0.2 0.0 0.0
H -4.967814 -2.175113 0.932873 0.2 0.0 -0.1
H -4.601150 -0.016016 1.405638 0.1 0.4 0.1
H -5.135478 0.441833 -0.241323 -0.1 0.3 0.2
H -2.669403 2.167888 0.136408 -0.1 -0.1 0.2
H -3.169502 1.429875 1.626966 0.0 -0.3 0.2
H -0.900334 1.822575 1.837064 0.2 0.1 0.1
H -0.530315 1.420018 0.177320 0.3 -0.2 -0.1
H -0.993060 -1.248251 3.434596 0.1 -0.1 0.0
H -2.321268 -0.363471 2.755093 -0.1 0.0 0.1
H -1.968453 -2.630787 0.947757 0.2 0.4 -0.2
H 3.475607 0.123515 1.222239 0.0 0.2 -0.2
H 3.638241 -1.514869 1.755326 0.1 0.1 0.3
H 3.222204 -2.197208 -0.736332 0.1 -0.2 0.1
H 3.662153 -0.569560 -1.091969 0.2 0.1 -0.1
H 5.926053 -3.359738 -4.673805 0.1 0.4 -0.1
H 1.144222 0.901101 1.358180 0.3 0.2 0.2
H 1.151118 -0.528205 5.454646 -0.3 -0.1 0.1
H 3.320658 -0.038257 4.269171 0.4 0.0 -0.2
C -1.655812 -6.424264 0.886296 0.0 0.0 0.0
Br -0.761124 -5.652470 -0.633116 0.0 0.0 0.0
Br -3.288108 -7.306866 0.367625 -0.1 0.0 0.0
Br -0.515394 -7.625350 1.861050 0.0 0.0 -0.2
H -1.924520 -5.613076 1.550356 0.0 0.0 0.0
C -4.686680 -9.523611 3.590345 0.0 0.0 -0.1
Br -6.136450 -10.493115 4.402832 0.0 0.0 0.0
Br -3.846844 -8.326644 4.839706 0.0 0.0 0.0
Br -3.406486 -10.703012 2.773195 0.0 0.0 0.0
H -5.108359 -8.915381 2.803434 0.0 0.0 0.0
C 5.604093 1.619675 -4.351974 0.0 0.1 0.1
Br 5.773474 0.549934 -2.765673 -0.1 0.6 -0.1
Br 5.469781 0.521317 -5.925912 0.0 0.0 0.0
Br 4.151916 2.876657 -4.229639 0.0 -0.1 0.0
H 6.513598 2.194045 -4.445916 0.0 0.0 0.0
C -7.718301 -2.418523 2.671168 0.0 0.0 0.0
Br -9.104317 -3.111265 3.812250 0.1 0.0 0.0
Br -6.544428 -1.214223 3.610214 0.0 0.0 0.0
Br -6.731080 -3.820757 1.803373 -0.3 -0.3 0.2
H -8.204555 -1.843614 1.897273 0.0 0.0 0.0
C -0.087414 4.465035 -1.552562 -0.1 0.0 0.1
Br -1.057003 4.196736 -3.188507 0.1 0.0 -0.1
Br -1.270988 4.336921 -0.038290 0.2 0.4 -0.1
Br 1.411100 3.262237 -1.417764 -0.1 0.0 0.0
H 0.310036 5.468808 -1.564319 0.0 0.0 0.0
C -5.019440 3.932575 -3.865623 0.0 0.1 0.0
Br -4.683128 2.998736 -2.219946 0.0 -0.1 0.0
Br -5.234567 2.717643 -5.341482 0.0 0.0 0.0
Br -6.517387 5.133613 -3.709059 0.1 -0.2 0.0
H -4.146376 4.534662 -4.073067 0.0 0.0 0.0
C -9.949283 1.380571 3.034697 0.0 0.0 0.1
Br -9.818349 0.658565 4.813049 0.0 0.0 -0.1
Br -8.380836 2.385448 2.552918 0.0 0.0 0.0
Br -10.346935 0.019135 1.728644 0.0 0.1 0.0
H -10.781196 2.068614 3.032640 0.0 0.0 0.0
C 9.603163 0.277977 0.804527 0.1 0.0 0.0
Br 9.447876 -1.467448 1.602839 0.0 0.0 0.0
Br 8.430615 0.473450 -0.708150 0.1 0.1 0.1
Br 9.335557 1.681287 2.089891 -0.1 -0.1 0.0
H 10.615230 0.373127 0.438920 0.0 0.0 0.0
C -10.902571 5.655665 -3.993561 0.0 -0.1 -0.1
Br -9.403227 6.859164 -3.997599 -0.2 0.1 0.0
Br -11.811796 5.664249 -2.297293 0.0 0.0 0.1
Br -12.114127 6.014677 -5.441993 0.0 0.0 0.0
H -10.512586 4.659060 -4.140984 0.0 0.0 0.0
C 11.855623 5.213365 1.376402 0.0 0.0 0.0
Br 12.143420 4.227068 3.003595 0.0 0.0 0.0
Br 11.626663 4.045868 -0.133880 -0.1 -0.1 0.0
Br 10.391689 6.450146 1.544886 0.0 0.0 0.0
H 12.747149 5.796186 1.194711 0.0 0.0 0.0
C 9.227323 2.537191 -6.421204 0.0 0.0 0.0
Br 9.364682 1.487170 -4.810279 -0.1 0.0 0.0
Br 9.112062 1.427319 -7.986173 0.0 0.0 0.0
Br 7.772132 3.797716 -6.331758 0.0 0.0 0.0
H 10.137559 3.112015 -6.503054 0.0 0.0 0.0
C 14.963695 4.157283 -2.552000 -0.1 -0.1 0.0
Br 14.828014 2.443771 -1.687701 0.0 0.0 0.0
Br 13.722593 4.317800 -4.013661 0.0 0.0 0.0
Br 14.770213 5.607964 -1.302176 0.1 0.1 0.0
H 15.958178 4.226450 -2.966109 0.0 0.0 0.0
C -15.668065 4.988836 -2.884649 0.0 0.0 0.0
Br -15.527805 3.343175 -3.870678 0.0 0.0 0.0
Br -16.403281 6.401876 -3.962735 0.0 0.0 0.0
Br -16.653197 4.756204 -1.247991 0.0 0.0 0.0
H -14.665255 5.281939 -2.616172 0.1 0.0 0.0
C 1.361001 -6.555884 5.668699 -0.1 -0.1 0.0
Br -0.528139 -6.704279 5.345256 0.0 0.0 0.2
Br 2.208570 -8.282427 5.712060 0.0 0.0 0.0
Br 2.193223 -5.385890 4.386458 0.1 -0.1 0.1
H 1.491960 -6.111376 6.643756 0.0 0.0 0.0
```
Forces are in eV/Å.


# 2
Below is C28H34BrCl6O2RuSSi as an isolated structure, with properties calculated with the ωB97M-V functional and the def2-TZVPD basis.

Computed properties:
**2S+1**: 2
**⟨S²⟩**: 0.757
**HOMO-LUMO gap (alpha / beta)**: 8.0441 / 6.9863 eV
**Molar mass**: 856.4 g/mol

Geometry as XYZ:
```
74
Properties=species:S:1:pos:R:3:forces:R:3
Ru 0.110063 2.563598 -1.992155 0.1 -0.2 0.1
C -1.775459 -0.748427 5.076822 0.0 0.0 0.0
C -0.952784 0.449297 4.601169 0.0 0.0 0.0
C 0.497106 0.247226 5.062073 0.0 0.0 0.0
C -1.520362 1.715599 5.256852 0.0 0.0 0.0
C -0.986072 0.601585 3.081318 0.0 0.0 0.0
C -0.309748 1.649764 2.477947 0.0 0.0 0.0
C -0.329052 1.755450 1.104199 0.0 0.0 0.0
Br 0.638920 3.214899 0.324744 0.0 -0.1 -0.1
C -0.983656 0.881982 0.231013 0.1 0.0 0.0
O -0.886228 0.996187 -1.090515 -0.1 0.0 0.0
C -1.737318 -0.144975 0.854202 0.0 -0.1 0.0
C -1.689061 -0.259634 2.239554 0.0 0.0 0.0
C -2.634468 -1.068831 0.022523 0.0 0.0 0.0
C -3.688807 -0.201897 -0.682978 0.0 0.0 0.0
C -3.383801 -2.091725 0.879584 0.0 0.0 0.0
C -1.811371 -1.859947 -1.001808 0.0 0.0 0.0
H -1.717103 -0.818640 6.164404 0.0 0.0 0.0
H -1.400188 -1.686131 4.661639 0.0 0.0 0.0
H -2.828106 -0.647623 4.806256 0.0 0.0 0.0
H 0.540617 0.150596 6.149233 0.0 0.0 0.0
H 1.129398 1.089700 4.775320 0.0 0.0 0.0
H 0.917399 -0.658276 4.619240 0.0 0.0 0.0
H -1.503934 1.618609 6.344694 0.0 0.0 0.0
H -2.551494 1.883609 4.941477 0.0 0.0 0.0
H -0.941023 2.601004 4.991790 0.0 0.0 0.0
H 0.236420 2.380799 3.061566 0.0 0.0 0.0
H -2.247583 -1.062431 2.692702 0.0 0.0 0.0
H -4.339501 0.277186 0.051303 0.0 0.0 0.0
H -4.306363 -0.815465 -1.343188 0.0 0.0 0.0
H -3.222231 0.590364 -1.264932 0.0 0.0 0.0
H -4.024480 -1.613735 1.622724 0.0 0.0 0.0
H -2.702125 -2.774655 1.392071 0.0 0.0 0.0
H -4.023569 -2.689634 0.228019 0.0 0.0 0.0
H -1.253232 -1.201771 -1.663351 0.0 0.0 0.0
H -2.474064 -2.478806 -1.612064 0.0 0.0 0.0
H -1.111546 -2.518476 -0.484727 0.0 0.0 0.0
Cl -1.882768 -0.815323 -4.560714 0.0 0.0 -0.1
C -1.966370 0.870356 -4.064672 0.0 0.0 0.1
Cl -0.369750 1.680747 -4.188825 0.0 0.0 0.0
H -2.243731 0.920870 -3.018300 0.0 0.0 0.0
H -2.644507 1.409487 -4.713256 0.0 0.0 0.0
O 1.870472 1.071707 -2.014673 0.0 0.0 0.0
S 1.510004 -0.392212 -2.174798 0.0 0.1 0.0
C 1.783299 -1.113336 -0.562270 0.0 0.0 0.0
C 2.126725 -0.288894 0.492101 0.0 0.0 0.0
C 2.262353 -0.843192 1.759021 0.0 0.0 0.0
C 2.058993 -2.200166 1.950890 0.0 0.0 0.0
C 1.723328 -3.018210 0.876917 0.0 0.0 0.0
C 1.579239 -2.475241 -0.387734 0.0 0.0 0.0
C 2.899199 -1.110695 -3.027204 0.0 0.0 0.0
C 4.193638 -0.697344 -2.739791 0.0 0.0 0.0
C 5.245460 -1.275671 -3.426229 0.0 0.0 0.0
C 4.999526 -2.258521 -4.381042 0.0 0.0 0.0
C 3.703181 -2.660189 -4.659475 0.0 0.0 0.0
C 2.637794 -2.076653 -3.983438 0.0 0.0 0.0
H 2.277747 0.767144 0.315454 0.0 0.0 0.0
H 2.519269 -0.207761 2.596221 0.0 0.0 0.0
H 2.162277 -2.627455 2.940207 0.0 0.0 0.0
H 1.566214 -4.078040 1.028721 0.0 0.0 0.0
H 1.303918 -3.102061 -1.228019 0.0 0.0 0.0
H 4.360367 0.072832 -1.997275 0.0 0.0 0.0
H 6.260594 -0.963698 -3.219550 0.0 0.0 0.0
H 5.827479 -2.707427 -4.913888 0.0 0.0 0.0
H 3.516467 -3.416770 -5.409646 0.0 0.0 0.0
H 1.616196 -2.361813 -4.202395 0.0 0.0 0.0
Cl 0.973799 4.721238 -4.242742 0.1 0.0 0.0
C 1.542195 3.849236 -2.761260 -0.2 0.1 -0.1
H 1.855667 4.636034 -2.077139 0.0 0.0 0.0
H 2.409594 3.266706 -3.067484 0.0 0.0 0.0
Cl -2.747131 4.304406 -3.659779 0.0 0.0 0.0
Si -1.619676 4.133037 -1.922676 0.0 0.0 -0.1
Cl -3.013830 3.605337 -0.476948 0.0 0.0 0.0
Cl -1.032424 6.055157 -1.457028 0.0 0.0 0.0
```
Forces are in eV/Å.


# 3
Below is C28H34Cl5GeN7OTi as an isolated structure, with properties calculated with the ωB97M-V functional and the def2-TZVPD basis.

Computed properties:
**2S+1**: 1
**HOMO-LUMO gap (alpha / beta)**: 6.2093 / 6.2005 eV
**Charge**: +2
**Molar mass**: 782.4 g/mol

Geometry as XYZ:
```
77
Properties=species:S:1:pos:R:3:forces:R:3
Ti 1.542498 0.481224 0.310235 -0.2 0.0 -0.3
N 0.275137 1.313284 -3.890620 0.0 0.0 0.0
C 0.619312 1.495363 -2.631842 0.0 0.0 0.0
N 1.281194 0.617806 -1.906353 -0.1 0.2 0.1
C 1.698268 -0.567283 -2.527065 -0.1 -0.1 -0.3
N 2.535194 -1.356248 -1.945830 0.1 0.1 0.1
N 2.911885 -0.838874 -0.718079 0.0 -0.1 -0.1
C 3.981077 -1.312524 -0.203969 -0.1 -0.1 0.2
C 4.371946 -0.807142 1.111391 -0.1 0.0 -0.1
C 5.504302 -1.240642 1.769638 0.0 0.1 0.1
C 5.780403 -0.701925 3.025002 0.0 -0.1 0.0
C 4.919071 0.238790 3.552626 0.0 0.0 0.0
C 3.794638 0.609621 2.820069 0.1 0.0 0.0
N 3.520045 0.102557 1.624692 0.0 -0.3 0.0
C 1.183293 -0.893988 -3.849024 0.0 0.1 0.0
C 1.387814 -2.136986 -4.454966 0.0 0.0 0.0
C 0.896069 -2.367586 -5.721115 0.0 0.0 0.0
C 0.206047 -1.363580 -6.405816 0.0 0.0 0.0
C -0.003329 -0.128931 -5.825146 0.0 0.0 0.0
C 0.485918 0.089152 -4.544049 0.0 0.1 0.0
H -0.231923 2.045831 -4.367307 0.0 0.0 0.0
H 0.320204 2.431923 -2.177390 0.0 0.0 0.0
H 4.537296 -2.096436 -0.708880 0.1 0.1 -0.1
H 6.153982 -1.978360 1.319187 0.0 0.0 0.0
H 6.657782 -1.018381 3.572489 0.0 0.0 0.0
H 5.096231 0.685097 4.520926 0.0 0.0 0.0
H 3.092001 1.334692 3.214030 0.0 0.0 0.0
H 1.933127 -2.900429 -3.918535 0.0 0.0 0.0
H 1.048975 -3.328333 -6.192105 0.0 0.0 0.0
H -0.171040 -1.553498 -7.401332 0.0 0.0 0.0
H -0.542506 0.650306 -6.348865 0.0 0.0 0.0
Cl 0.958522 -3.173429 6.441991 0.0 0.0 0.0
C 0.926539 -2.033758 5.169320 0.0 0.0 0.0
C 0.894839 -2.470185 3.843799 0.0 0.0 0.0
Cl 0.885857 -4.136529 3.460836 0.0 0.0 0.0
C 0.871494 -1.524833 2.830512 0.0 0.0 0.1
Cl 0.837598 -2.001197 1.153147 0.1 -0.1 0.0
C 0.876335 -0.156859 3.078501 0.0 0.0 0.0
O 0.878342 0.708882 2.066592 0.1 0.3 0.3
C 0.904754 0.263765 4.406660 -0.1 0.0 0.0
Cl 0.908921 1.958858 4.706108 0.0 0.0 0.0
C 0.930602 -0.662831 5.445903 0.0 0.0 0.0
Cl 0.974880 -0.115600 7.063164 0.0 0.0 0.0
N 0.891471 3.288863 0.949319 0.0 0.0 -0.1
N 2.035171 2.607396 0.392584 0.1 0.1 0.0
H 1.122371 4.262148 1.120299 0.0 0.0 0.0
H 0.681873 2.838307 1.836431 0.0 0.0 0.0
H 2.891978 2.775037 0.922051 0.0 0.0 0.0
H 2.194408 2.999840 -0.531661 0.0 0.0 0.0
C -4.140908 -0.177594 -3.858077 0.0 0.0 0.0
C -2.842780 -0.261790 -3.067546 0.0 0.0 0.0
C -2.983097 -1.086824 -1.794924 0.0 0.0 0.0
C -1.677663 -1.209765 -0.997579 -0.1 0.0 -0.1
Ge -1.168337 0.408474 0.002716 0.3 -0.4 0.0
C -2.137800 0.600972 1.682180 0.0 0.0 0.0
C -3.563201 1.119164 1.456753 0.0 0.0 0.0
C -4.319355 1.295980 2.770670 0.0 0.0 0.0
C -5.735061 1.813280 2.561545 0.0 0.0 0.0
H -4.023272 0.406143 -4.771386 0.0 0.0 0.0
H -4.929528 0.291000 -3.267520 0.0 0.0 0.0
H -4.489416 -1.171024 -4.143533 0.0 0.0 0.0
H -2.502113 0.750311 -2.814450 0.0 0.0 0.0
H -2.059946 -0.714696 -3.687821 0.0 0.0 0.0
H -3.321210 -2.090850 -2.067105 0.0 0.0 0.0
H -3.777473 -0.666770 -1.171489 0.0 0.0 0.0
H -0.867759 -1.509285 -1.671734 0.0 0.0 0.0
H -1.764240 -2.001417 -0.250363 0.0 0.0 0.0
H -1.327529 1.693140 -0.854711 0.0 0.0 0.0
H -1.589877 1.281540 2.337078 0.0 0.0 0.0
H -2.165982 -0.371460 2.183042 0.0 0.0 0.0
H -4.119589 0.429528 0.814114 0.0 0.0 0.0
H -3.534112 2.076225 0.925037 0.0 0.0 0.0
H -3.758813 1.984423 3.410765 0.0 0.0 0.0
H -4.344587 0.337961 3.298244 0.0 0.0 0.0
H -5.730742 2.783008 2.060657 0.0 0.0 0.0
H -6.257277 1.932948 3.509808 0.0 0.0 0.0
H -6.319202 1.125003 1.948078 0.0 0.0 0.0
```
Forces are in eV/Å.